Computed, not measured: a 2-piece molecular cluster, C6H12N2 overall in a non-equilibrium geometry, with ωB97M-V/def2-TZVPD.

Properties
* structure (SMILES): Cc1c[nH]cn1.CC
* M: 112.2 u
* charge: 0
* energy above the lowest of the compared OMol25 structures with the same formula, charge and spin: 1.3201 eV
* E_HOMO: -8.28 eV
* Kohn-Sham gap: 9.1 eV

Last column: Mulliken charge in e.
Cartesian coordinates (Å):
1 C -2.2555 0.1934 0.3213  -1.134
2 C -1.1394 0.1047 1.2297  0.795
3 C -0.1671 -0.9169 1.2734  -0.630
4 N 0.6902 -0.7198 2.3073  -0.198
5 C 0.3623 0.5889 2.7965  -0.254
6 N -0.7562 1.0767 2.1791  -0.650
7 H -2.1508 -0.3117 -0.6384  0.338
8 H -2.4489 1.2555 0.2584  0.304
9 H -3.2319 -0.4529 0.6696  0.255
10 H -0.1780 -1.7959 0.6496  0.493
11 H 1.7114 -0.9353 2.3638  0.302
12 H 0.8689 0.9472 3.6619  0.418
13 C 0.6931 0.2977 -1.5354  -0.467
14 C 1.4909 0.0036 -2.7835  -1.085
15 H 1.3097 0.3384 -0.6740  0.283
16 H 0.0006 1.1447 -1.6416  0.329
17 H 0.0118 -0.5438 -1.2033  -0.019
18 H 1.9958 0.9366 -3.0392  0.296
19 H 2.2218 -0.7518 -2.5588  0.311
20 H 0.9713 -0.4593 -3.6365  0.313

Forces on the atoms, in the same order (eV/Å):
C -3.39 -1.51 0.37
C 4.31 -1.55 2.07
C -2.14 0.23 -0.62
N 1.13 3.15 0.82
C -2.80 -1.48 -2.34
N 1.79 -1.64 0.85
H 0.74 0.52 -0.18
H -0.77 0.09 -0.52
H 2.06 2.01 -0.16
H 0.31 -0.12 0.14
H -1.59 -0.38 -0.29
H 0.15 0.59 0.21
C -2.38 -1.63 -0.18
C 0.04 -0.08 -0.08
H 0.79 0.86 0.71
H 0.54 0.02 0.21
H 0.65 0.64 -0.95
H 0.13 -0.29 -0.54
H 0.72 -0.18 0.23
H -0.32 0.75 0.25

=====

Computed, not measured: C17H18BN7O3PtS as an isolated structure in a non-equilibrium geometry, with ωB97M-V/def2-TZVPD.

Properties
* M: 606.3 u
* charge: 0
* energy above the lowest of the compared OMol25 structures with the same formula, charge and spin: 0.0000 eV
* E_HOMO (spin up / spin down): -7.34 / -8.81 eV
* ⟨S²⟩: 2.005
* spin multiplicity: 3
* Kohn-Sham gap (spin up / spin down): 7.5 / 8.8 eV

Last column: Mulliken charge in e.
Cartesian coordinates (Å):
1 H 0.5978 3.3433 0.1991  0.512
2 N 0.5632 1.7640 -1.2704  -0.311
3 B 0.3855 0.4228 -3.3851  0.140
4 N 0.7089 1.7430 -2.6330  0.177
5 C 1.0335 2.9915 -3.0347  -0.114
6 Pt 0.2243 0.0906 -0.1953  0.834
7 H 1.1808 3.1912 -4.0755  0.483
8 C 1.0448 3.8102 -1.9175  -1.108
9 H 1.2570 4.8630 -1.9319  0.400
10 C 0.7116 3.0247 -0.8260  -0.105
11 H 0.4528 0.5309 -4.5642  -0.102
12 C -1.4472 -1.7447 1.6462  -0.938
13 H -1.3575 -2.1342 2.6736  0.292
14 H -0.5678 -1.9522 1.0171  0.159
15 H -2.3097 -2.2476 1.2114  0.345
16 N -1.0506 0.0322 -2.8915  0.249
17 N 1.3203 -0.6981 -2.8394  -0.025
18 N -1.3071 -0.1166 -1.5591  -0.216
19 N 1.3892 -0.8995 -1.4840  -0.250
20 C -2.1926 -0.1873 -3.5718  -0.125
21 C 2.1423 -1.5871 -3.4372  -0.087
22 H -2.1858 -0.1284 -4.6452  0.462
23 H 2.2025 -1.6487 -4.5181  0.456
24 C -3.2035 -0.4516 -2.6468  -1.126
25 C 2.7543 -2.3398 -2.4453  -1.132
26 C -2.6227 -0.4090 -1.3716  0.002
27 C 2.2588 -1.8963 -1.2277  -0.093
28 H -4.2409 -0.6374 -2.8707  0.383
29 H 3.4770 -3.1174 -2.6172  0.416
30 H -3.0599 -0.5688 -0.3888  0.416
31 H 2.4938 -2.2131 -0.2223  0.529
32 H -1.7168 -0.6496 1.6175  0.205
33 O 1.9967 -2.0480 1.7588  -0.725
34 C 1.7199 -0.9414 2.2639  0.737
35 N 1.3348 0.1740 1.5304  -0.118
36 S 1.2447 1.6279 2.3614  0.971
37 O 2.3749 2.4733 2.0572  -0.638
38 O -0.0897 2.1823 2.2430  -0.619
39 C 1.3897 0.7784 3.8944  0.553
40 C 1.0685 1.2725 5.1614  -0.588
41 C 1.0675 0.3622 6.2338  -0.518
42 C 1.4095 -0.9841 6.0142  -0.460
43 C 1.7519 -1.4494 4.7492  -0.777
44 C 1.7138 -0.5554 3.6834  -0.179
45 H 0.8479 2.3291 5.3137  0.424
46 H 0.7971 0.6939 7.2420  0.373
47 H 1.3727 -1.6856 6.8463  0.374
48 H 2.0262 -2.4741 4.5078  0.462

Forces on the atoms, in the same order (eV/Å):
H 0.02 -0.45 -0.03
N 0.20 2.48 -0.81
B -0.07 -0.29 1.04
N 0.40 0.47 1.08
C -0.43 -0.57 0.63
Pt -1.54 -0.32 1.90
H 0.10 0.14 -0.23
C 0.11 0.70 -0.84
H -0.01 0.10 0.10
C 0.34 -0.68 -1.17
H -0.04 0.02 -0.17
C -0.88 0.59 0.02
H 0.31 0.41 -0.40
H -0.22 -0.06 0.46
H 0.02 -0.21 -0.16
N -1.05 -0.40 0.70
N 0.38 -0.43 0.81
N -1.27 -0.36 -0.23
N 1.83 -1.61 -1.52
C 0.07 0.11 0.94
C -0.24 0.20 0.37
H -0.16 0.01 -0.06
H 0.09 0.12 0.27
C -0.25 -0.06 -0.23
C 0.28 -0.36 -0.79
C 1.43 0.41 -1.68
C -0.42 0.85 -1.01
H 0.04 -0.05 -0.04
H 0.01 -0.07 0.07
H 0.34 0.11 -0.36
H -0.25 0.17 -0.05
H 0.54 -1.04 0.38
O -0.75 1.88 1.48
C 0.59 0.00 -2.02
N 0.39 0.14 -0.04
S 0.02 -1.40 -0.11
O -0.66 -0.33 0.21
O 0.65 -0.09 -0.10
C -0.11 0.26 1.27
C 0.42 -0.42 0.06
C 0.15 -0.06 -0.45
C -0.08 0.14 0.25
C 0.09 0.34 -0.42
C -0.31 -0.24 1.16
H -0.07 -0.32 -0.07
H 0.11 -0.11 -0.46
H 0.08 0.20 -0.13
H -0.19 0.08 0.35

=====

Computed, not measured: C31H31AlBr2NO12 as an isolated structure in a non-equilibrium geometry, with ωB97M-V/def2-TZVPD.

Properties
* M: 796.4 u
* charge: +1
* E_HOMO: -11.38 eV
* Kohn-Sham gap: 4.4 eV

Last column: Mulliken charge in e.
Cartesian coordinates (Å):
1 C 0.5405 -3.0869 3.2773  -1.710
2 C 1.2817 -2.4115 2.3760  -0.781
3 C 1.3537 -0.9242 2.1114  1.167
4 C 0.0135 -0.3607 1.5787  -1.535
5 O 2.1827 -0.8473 0.9387  -0.469
6 C 2.6231 0.4496 0.8742  0.534
7 O 2.9035 1.0599 -0.1218  -0.537
8 O 2.6830 0.9075 2.1455  -0.303
9 C 2.1163 0.0032 3.0994  2.174
10 C 3.3178 -0.6351 3.8318  -1.045
11 N 4.0683 -1.6419 3.1119  -0.592
12 C 1.2418 0.6767 4.1496  -0.756
13 Br -0.4116 -0.1611 4.7242  -0.117
14 C 1.5600 1.8228 4.7414  0.323
15 C 2.8121 2.6059 4.4560  -1.140
16 Br 0.4390 2.6255 6.0441  -0.169
17 H 0.0976 -4.0237 2.9433  0.495
18 H 0.4350 -2.8443 4.3245  0.590
19 H 1.9523 -2.9977 1.7638  0.738
20 H -0.8075 -0.7511 2.1623  0.269
21 H 0.0326 0.7171 1.6738  0.414
22 H -0.0715 -0.6812 0.5506  0.348
23 H 3.0170 -1.0436 4.7900  0.413
24 H 4.0062 0.1650 4.0626  0.409
25 H 4.2158 -1.4272 2.1403  0.265
26 H 3.7219 -2.5764 3.2462  0.337
27 H 2.8184 2.8687 3.4079  0.311
28 H 2.7712 3.5359 5.0093  0.443
29 H 3.7140 2.0986 4.7611  0.254
30 C 0.0861 6.4685 4.9425  -0.816
31 C 1.4844 6.8489 5.3633  0.804
32 O 2.3740 6.0278 5.3842  -0.509
33 C 1.7228 8.2845 5.7532  -1.153
34 H 0.0757 5.4105 4.6938  0.056
35 H -0.6156 6.6507 5.7577  0.309
36 H -0.2120 7.0436 4.0649  0.347
37 H 1.0934 8.5500 6.6036  0.318
38 H 1.4953 8.9422 4.9132  0.325
39 H 2.7657 8.4153 6.0314  0.321
40 Al -1.8699 -2.5763 3.2446  0.655
41 C 0.5566 -3.3761 -3.0232  -0.888
42 C 0.1637 -2.8069 -1.8172  -0.049
43 C -1.1750 -2.7864 -1.4637  -0.253
44 C -2.1298 -3.3250 -2.3154  -0.268
45 C -1.7345 -3.8735 -3.5350  0.353
46 C -0.3911 -3.9057 -3.8796  -0.612
47 C -2.7432 -4.4126 -4.4912  0.538
48 O -2.3993 -4.8941 -5.5469  -0.648
49 C -4.1820 -4.3381 -4.1143  0.166
50 C -5.1424 -4.7839 -5.0115  -0.548
51 C -6.4834 -4.7336 -4.6706  -0.485
52 C -6.8712 -4.2453 -3.4272  -0.524
53 C -5.9188 -3.7948 -2.5301  -0.545
54 C -4.5723 -3.8306 -2.8721  0.191
55 C -3.5644 -3.3127 -1.9125  0.553
56 O -3.9002 -2.8837 -0.8230  -0.734
57 H 1.6031 -3.3977 -3.2979  0.450
58 H 0.9073 -2.3785 -1.1535  0.506
59 H -1.4778 -2.3443 -0.5227  0.578
60 H -0.0896 -4.3395 -4.8220  0.455
61 H -4.8396 -5.1661 -5.9761  0.484
62 H -7.2303 -5.0769 -5.3735  0.414
63 H -7.9193 -4.2135 -3.1613  0.404
64 H -6.2187 -3.4107 -1.5654  0.462
65 C 0.7880 1.1503 -3.1718  -0.154
66 C 1.3863 1.4780 -4.5205  -0.373
67 O 1.1121 0.2903 -5.2742  -0.331
68 C 0.0500 -0.3291 -4.7103  0.656
69 O -0.5274 -1.2467 -5.1897  -0.497
70 O -0.2642 0.2407 -3.5160  -0.294
71 H 0.3924 2.0243 -2.6597  0.356
72 H 1.4941 0.6408 -2.5114  0.097
73 H 0.8979 2.3221 -5.0015  0.272
74 H 2.4557 1.6680 -4.4741  0.332
75 C 1.2406 5.0111 -6.6002  0.858
76 O 1.3550 4.2324 -5.6635  -0.410
77 O 0.3935 4.9399 -7.5187  -0.233
78 O 1.9502 6.0197 -6.8092  -0.260

Forces on the atoms, in the same order (eV/Å):
C -0.57 -0.33 -0.35
C 0.08 0.48 0.72
C 0.45 -0.65 -0.14
C 0.55 -0.62 0.75
O 0.51 0.75 -0.51
C 0.19 0.18 -0.86
O -0.27 -1.02 1.63
O -0.11 1.33 -0.25
C -0.06 -0.86 0.31
C 0.21 -0.69 -0.28
N -0.18 0.09 0.26
C -0.48 0.46 -0.34
Br 0.44 -0.05 0.00
C 0.11 0.23 0.36
C -0.60 0.63 0.20
Br 0.19 -0.11 -0.11
H 1.35 -0.98 0.48
H -0.68 0.69 -0.01
H -0.84 -0.13 -1.24
H -0.39 0.22 -0.07
H -0.22 0.27 -0.15
H -0.16 0.06 -0.25
H -0.24 -0.16 0.12
H -0.03 0.43 0.05
H 0.16 -0.11 -0.12
H 0.03 -0.13 -0.11
H 0.34 -0.05 -0.23
H 0.03 0.19 0.08
H 0.20 -0.28 -0.10
C 0.16 -0.20 -0.04
C 0.03 0.01 0.01
O 0.02 -0.08 -0.01
C 0.25 -0.13 0.03
H -0.05 -0.03 -0.02
H -0.06 0.14 -0.08
H -0.10 0.11 0.11
H -0.11 0.08 -0.10
H -0.15 0.04 0.07
H 0.00 -0.01 0.00
Al -0.15 0.18 -0.03
C 0.01 -0.02 0.08
C -0.02 -0.02 0.02
C 0.27 0.03 0.09
C -0.09 -0.02 -0.07
C -0.05 0.01 0.12
C 0.18 -0.06 0.01
C 0.05 -0.08 -0.26
O 0.01 -0.02 0.02
C 0.02 0.09 0.13
C -0.13 -0.05 -0.08
C 0.00 0.02 0.08
C 0.02 -0.02 -0.05
C -0.14 -0.01 0.00
C 0.10 -0.02 -0.08
C -0.07 0.10 0.17
O 0.10 -0.01 0.13
H 0.00 0.01 -0.01
H 0.02 0.01 -0.03
H -0.19 -0.01 -0.04
H -0.12 0.02 -0.06
H 0.12 0.00 0.02
H 0.00 -0.01 0.00
H -0.01 0.00 0.00
H 0.10 0.04 0.03
C 0.12 0.04 0.18
C 0.08 0.12 0.03
O -0.07 -0.03 0.21
C 0.07 0.13 -0.03
O -0.16 -0.10 -0.05
O 0.09 0.01 -0.09
H -0.18 -0.07 -0.03
H 0.00 0.00 -0.03
H -0.04 -0.21 0.07
H 0.02 -0.15 -0.13
C 0.07 -0.55 0.65
O 0.04 0.45 -0.24
O 0.13 0.33 -0.19
O -0.18 0.12 -0.33

=====

Computed, not measured: a 2-piece molecular cluster, C4H12 overall in a non-equilibrium geometry, with ωB97M-V/def2-TZVPD.

Properties
* M: 60.1 u
* charge: +1
* energy above the lowest of the compared OMol25 structures with the same formula, charge and spin: 1.6054 eV
* E_HOMO (spin up / spin down): -16.61 / -14.62 eV
* ⟨S²⟩: 0.753
* spin multiplicity: 2
* Kohn-Sham gap (spin up / spin down): 13.8 / 3.2 eV

Last column: Mulliken charge in e.
Cartesian coordinates (Å):
1 C -1.0533 -1.2044 2.0922  -0.658
2 C 0.1322 -0.2070 2.0602  -0.797
3 H -1.9902 -0.6779 1.7614  0.323
4 H -0.8313 -1.9837 1.4643  0.309
5 H -1.6682 -1.4735 2.8992  0.375
6 H 0.9663 -0.6703 1.5877  0.326
7 H 0.4618 0.2528 2.9469  0.394
8 H -0.2158 0.5157 1.3950  0.297
9 C 0.8944 0.3320 -1.3614  -0.484
10 C 0.2541 0.9780 -2.5791  -0.902
11 H 1.6676 -0.3892 -1.6390  0.363
12 H 1.3684 1.1569 -0.8818  0.325
13 H 0.0387 -0.1113 -0.8856  0.120
14 H -0.1803 1.9376 -2.5614  0.384
15 H 0.8301 1.1860 -3.5123  0.340
16 H -0.6745 0.3581 -2.7864  0.284

Forces on the atoms, in the same order (eV/Å):
C 2.21 3.20 -0.82
C -1.31 -3.75 0.97
H -0.29 0.28 -0.65
H 0.02 -2.02 -1.41
H -0.48 -0.54 2.50
H 0.63 -0.41 -0.36
H -0.07 0.88 1.32
H -0.61 2.37 -1.63
C -0.74 -0.11 -2.13
C -0.91 -1.85 -1.47
H -0.01 -0.15 0.43
H 0.79 0.84 1.01
H 0.25 -0.39 0.83
H -0.90 1.74 0.78
H 0.59 -0.66 0.74
H 0.84 0.57 -0.12